1.
Molecular formula: C84H194N6O16
Method: DFT, ωB97M-V/def2-TZVPD

```
! RIJCOSX wB97M-V def2-TZVPD def2/J DEFGRID3
* xyz 1 2
C -5.141 1.830 5.363
C -5.195 2.089 3.877
C -6.556 1.703 3.369
C -7.681 2.707 3.553
C -7.219 4.109 3.094
C -5.936 4.633 3.727
N -4.921 3.500 3.537
O -3.581 3.874 3.797
C -5.567 5.950 2.976
C -6.282 5.005 5.171
C -4.230 1.145 3.110
H -5.964 2.406 5.786
H -4.188 2.127 5.802
H -5.316 0.787 5.626
H -6.404 1.458 2.318
H -6.881 0.792 3.872
H -7.992 2.808 4.593
H -8.604 2.439 3.040
H -8.038 4.828 3.124
H -6.861 3.933 2.079
H -5.398 5.772 1.914
H -6.280 6.763 3.112
H -4.600 6.323 3.311
H -5.349 4.982 5.735
H -6.790 5.963 5.280
H -6.962 4.310 5.663
H -3.215 1.228 3.498
H -4.196 1.381 2.046
H -4.457 0.091 3.271
H -3.261 4.043 2.908
C -0.071 0.333 -1.672
C -0.750 0.153 -0.279
C -0.717 -1.372 0.080
C 0.606 -1.933 0.508
C 1.084 -1.083 1.767
C 1.127 0.460 1.555
N -0.067 0.884 0.814
O -0.142 2.286 0.611
C 1.137 1.063 2.952
C 2.441 0.824 0.883
C -2.167 0.568 -0.394
H -0.349 1.260 -2.175
H -0.417 -0.386 -2.414
H 1.008 0.345 -1.520
H -1.550 -1.503 0.771
H -0.804 -1.962 -0.833
H 1.331 -1.786 -0.292
H 0.433 -3.000 0.644
H 2.071 -1.484 1.996
H 0.378 -1.300 2.568
H 1.248 2.146 2.903
H 0.172 0.925 3.439
H 1.972 0.663 3.527
H 3.302 0.742 1.546
H 2.611 0.195 0.010
H 2.412 1.812 0.424
H -2.718 0.459 0.540
H -2.584 -0.016 -1.216
H -2.280 1.631 -0.606
H -0.969 2.580 0.998
C 0.762 -4.646 -2.690
C 1.042 -6.009 -3.428
C 1.905 -6.988 -2.524
C 1.874 -8.471 -2.973
C 0.450 -8.959 -3.086
C -0.415 -8.146 -4.049
N -0.252 -6.681 -3.758
O -1.169 -5.849 -4.386
C -0.074 -8.508 -5.537
C -1.922 -8.472 -3.641
C 1.829 -5.631 -4.719
H 0.503 -4.787 -1.641
H 0.000 -3.987 -3.108
H 1.722 -4.137 -2.611
H 2.947 -6.724 -2.704
H 1.659 -6.788 -1.481
H 2.462 -9.081 -2.287
H 2.434 -8.557 -3.904
H 0.032 -8.899 -2.081
H 0.559 -9.997 -3.400
H -0.551 -7.863 -6.275
H 1.003 -8.435 -5.691
H -0.438 -9.510 -5.766
H -2.066 -9.538 -3.462
H -2.166 -8.030 -2.675
H -2.711 -8.117 -4.302
H 2.740 -5.135 -4.384
H 1.176 -4.925 -5.233
H 2.105 -6.518 -5.289
H -0.858 -5.783 -5.292
C 2.795 -1.108 -3.993
C 1.906 -0.742 -5.215
C 1.550 0.765 -5.166
C 2.558 1.798 -5.787
C 3.081 1.230 -7.154
C 3.606 -0.216 -7.134
N 2.597 -1.080 -6.483
O 2.870 -2.427 -6.614
C 3.884 -0.706 -8.526
C 4.917 -0.291 -6.330
C 0.566 -1.434 -5.215
H 3.272 -2.085 -4.081
H 2.308 -1.073 -3.018
H 3.648 -0.460 -3.794
H 0.627 0.924 -5.722
H 1.317 1.135 -4.167
H 3.382 1.958 -5.092
H 2.125 2.794 -5.880
H 3.897 1.929 -7.336
H 2.316 1.315 -7.927
H 2.983 -0.884 -9.113
H 4.521 0.008 -9.048
H 4.348 -1.692 -8.492
H 5.074 0.440 -5.538
H 5.112 -1.296 -5.955
H 5.711 -0.114 -7.056
H -0.135 -1.179 -4.420
H 0.835 -2.468 -4.999
H 0.031 -1.293 -6.155
H 2.236 -2.698 -7.282
C -5.224 6.175 -3.419
C -5.359 6.084 -1.914
C -6.809 6.301 -1.603
C -7.729 5.143 -1.904
C -7.203 3.875 -1.312
C -5.717 3.508 -1.593
N -4.885 4.727 -1.420
O -3.492 4.596 -1.691
C -5.307 2.509 -0.452
C -5.480 2.844 -2.976
C -4.589 7.170 -1.085
H -6.042 5.691 -3.953
H -4.392 5.589 -3.809
H -5.276 7.221 -3.721
H -6.939 6.434 -0.529
H -7.164 7.175 -2.150
H -7.779 5.039 -2.988
H -8.690 5.378 -1.448
H -7.922 3.139 -1.671
H -7.351 3.878 -0.232
H -5.961 1.637 -0.465
H -4.294 2.143 -0.617
H -5.400 2.940 0.545
H -6.040 1.909 -2.960
H -5.910 3.510 -3.724
H -4.433 2.570 -3.107
H -4.642 7.025 -0.006
H -5.072 8.112 -1.345
H -3.533 7.260 -1.343
H -3.617 4.322 -2.602
C 5.732 -2.196 -0.614
C 6.900 -1.448 0.089
C 6.354 -0.363 1.003
C 5.788 -0.886 2.296
C 6.882 -1.702 3.035
C 7.478 -2.883 2.218
N 7.795 -2.406 0.801
O 8.469 -3.351 0.021
C 8.737 -3.353 2.910
C 6.573 -4.119 2.198
C 7.685 -0.716 -1.038
H 6.172 -2.718 -1.463
H 4.944 -1.471 -0.819
H 5.228 -2.972 -0.037
H 7.159 0.260 1.393
H 5.670 0.252 0.418
H 4.937 -1.493 1.985
H 5.271 -0.067 2.796
H 6.432 -2.101 3.944
H 7.682 -1.062 3.408
H 8.603 -3.706 3.932
H 9.193 -4.133 2.301
H 9.411 -2.499 2.859
H 5.543 -3.937 1.890
H 6.912 -4.894 1.510
H 6.517 -4.538 3.203
H 8.207 -1.416 -1.690
H 8.464 -0.052 -0.664
H 7.102 -0.117 -1.737
H 9.332 -2.936 -0.054
C 0.726 -4.672 4.311
C 0.549 -5.260 2.954
C 1.897 -5.199 2.227
O 0.177 -6.610 3.109
H -0.107 -4.922 4.968
H 0.999 -3.617 4.333
H 1.576 -5.216 4.722
H -0.298 -4.853 2.402
H 2.793 -5.396 2.815
H 1.995 -4.198 1.805
H 1.752 -5.826 1.347
H -0.664 -6.712 3.560
C -3.723 -4.491 0.165
C -2.560 -5.041 -0.728
C -1.812 -6.198 -0.091
O -3.108 -5.623 -1.924
H -4.329 -5.267 0.631
H -4.390 -3.898 -0.462
H -3.398 -3.839 0.975
H -1.840 -4.312 -1.097
H -1.128 -5.942 0.718
H -1.189 -6.772 -0.778
H -2.529 -6.862 0.391
H -2.472 -6.109 -2.455
C 1.959 4.086 -2.575
C 0.596 4.727 -2.914
C 0.525 5.506 -4.248
O -0.288 3.725 -3.039
H 1.977 3.427 -1.706
H 2.759 4.818 -2.472
H 2.334 3.450 -3.377
H 0.276 5.371 -2.095
H -0.484 5.803 -4.535
H 0.874 4.832 -5.030
H 1.166 6.385 -4.323
H -0.050 3.019 -2.434
C -3.915 -2.524 3.231
C -2.502 -2.809 3.754
C -1.825 -1.664 4.474
O -2.570 -3.848 4.687
H -4.455 -3.364 2.794
H -3.821 -1.799 2.422
H -4.518 -2.130 4.049
H -1.861 -3.077 2.914
H -0.984 -2.062 5.041
H -2.575 -1.125 5.054
H -1.425 -0.997 3.711
H -2.693 -3.425 5.540
C -5.096 -0.789 -2.561
C -4.714 -1.096 -3.992
C -3.228 -1.533 -4.095
O -5.660 -1.929 -4.582
H -4.785 -1.586 -1.885
H -6.160 -0.564 -2.488
H -4.616 0.140 -2.253
H -4.826 -0.193 -4.591
H -2.623 -0.739 -3.655
H -2.916 -1.659 -5.132
H -3.146 -2.533 -3.669
H -5.373 -2.843 -4.518
C 2.458 4.989 1.615
C 3.689 4.866 2.570
C 4.877 5.758 2.225
O 3.155 5.025 3.832
H 2.164 6.035 1.520
H 1.649 4.324 1.918
H 2.727 4.671 0.608
H 3.935 3.808 2.475
H 5.782 5.463 2.757
H 4.695 6.794 2.512
H 5.055 5.762 1.150
H 2.722 5.880 3.774
C 3.701 -1.889 5.328
C 2.770 -1.939 6.478
C 3.184 -2.970 7.518
O 2.787 -0.670 7.074
H 4.763 -1.820 5.566
H 3.530 -1.181 4.517
H 3.640 -2.896 4.915
H 1.761 -2.140 6.118
H 2.686 -2.788 8.470
H 4.226 -2.854 7.817
H 3.028 -3.972 7.118
H 3.707 -0.395 7.081
C -1.024 5.679 2.671
C -1.692 5.533 1.356
C -0.758 5.734 0.225
O -2.380 4.285 1.135
H -0.481 6.624 2.690
H -0.342 4.853 2.873
H -1.749 5.700 3.485
H -2.441 6.324 1.313
H -1.376 5.798 -0.670
H 0.016 4.973 0.131
H -0.107 6.608 0.246
H -2.808 4.448 0.291
C -0.873 1.742 5.773
C -0.570 1.101 7.112
C -1.874 0.952 7.947
O -0.015 -0.138 6.774
H -1.567 1.109 5.220
H 0.038 1.980 5.224
H -1.414 2.650 6.040
H 0.186 1.687 7.635
H -2.688 0.523 7.363
H -2.107 1.963 8.280
H -1.691 0.274 8.781
H 0.927 -0.051 6.612
C 5.116 3.533 -0.593
C 6.062 2.987 -1.634
C 5.314 2.686 -2.953
O 7.098 3.995 -1.772
H 5.687 3.880 0.268
H 4.484 2.696 -0.295
H 4.515 4.374 -0.938
H 6.591 2.075 -1.357
H 5.994 2.288 -3.707
H 4.926 3.612 -3.378
H 4.492 1.986 -2.801
H 7.425 4.269 -0.912
*
```

Output
Kohn-Sham gap (alpha / beta) ... 6.430 / 2.300 eV
Largest force on an atom ... 0.071 hartree/bohr
HOMO energy (alpha / beta) ... -9.10 / -9.10 eV

---

2.
Molecular formula: C27H22F6N3O12S2
Method: DFT, ωB97M-V/def2-TZVPD

```
! RIJCOSX wB97M-V def2-TZVPD def2/J DEFGRID3
* xyz 1 1
C 1.771 2.321 -4.418
C 0.250 2.423 -4.563
C -0.522 1.194 -4.026
C -2.012 1.482 -3.832
C 0.170 0.569 -2.838
N 0.865 -0.559 -3.131
C 1.557 -1.266 -2.246
F 2.138 -2.344 -2.697
C 1.646 -0.877 -0.925
N 2.378 -1.659 -0.037
C 3.589 -1.800 -0.143
S 5.100 -2.030 -0.315
C 0.964 0.295 -0.578
C 1.108 0.691 0.868
O 1.052 -0.097 1.743
O 1.283 2.057 1.203
S 2.653 2.709 0.663
O 3.749 2.236 1.425
O 2.699 2.606 -0.761
C 2.374 4.485 1.130
F 3.449 5.083 0.598
F 2.397 4.606 2.447
C 1.113 5.168 0.543
F 0.011 4.605 1.040
F 1.134 6.445 0.884
F 1.104 5.072 -0.784
C 0.206 1.015 -1.520
C -0.580 2.231 -1.121
C -1.996 1.899 -0.650
N -2.331 1.031 0.198
H 2.150 1.351 -4.749
H 2.100 2.496 -3.393
H 2.253 3.063 -5.053
H -0.081 3.325 -4.048
H 0.024 2.502 -5.626
H -0.470 0.441 -4.820
H -2.179 2.408 -3.286
H -2.499 0.692 -3.260
H -2.493 1.592 -4.801
H 0.840 -0.901 -4.087
H -0.618 2.921 -1.961
H -0.104 2.767 -0.310
H -2.790 2.511 -1.075
H -1.553 0.475 0.566
C -2.824 -0.638 5.068
C -3.174 -0.009 6.201
C -2.617 1.348 6.571
O -3.010 1.841 7.609
C -1.657 1.970 5.678
C -1.309 1.335 4.553
C -1.885 -0.009 4.171
O -1.521 -0.500 3.112
O -0.440 1.832 3.676
O -4.023 -0.503 7.082
H -3.220 -1.606 4.795
H -1.252 2.933 5.955
H -0.363 1.165 2.970
H -4.097 0.158 7.799
C -0.444 -6.631 0.737
C -0.421 -5.297 0.603
C -0.018 -4.628 -0.692
O -0.048 -3.403 -0.707
C 0.375 -5.445 -1.810
C 0.355 -6.782 -1.678
C -0.070 -7.459 -0.389
O -0.064 -8.674 -0.391
O 0.695 -7.616 -2.637
O -0.744 -4.463 1.579
H -0.732 -7.118 1.657
H 0.675 -4.958 -2.727
H 0.584 -8.519 -2.270
H -0.649 -3.557 1.232
*
```

Output
Kohn-Sham gap ... 6.475 eV
Largest force on an atom ... 0.017 hartree/bohr
HOMO energy ... -11.36 eV